102
Properties=species:S:1:pos:R:3:forces:R:3:lowdin_charge:R:1 method="wB97M-V/def2-TZVPD" e_tot_ev=-334946.1902 fmax_ev_per_a=7.44
C -3.0916 1.6003 -0.3582 0.587 -0.855 0.122 -0.2333
C -1.7346 0.9675 0.0698 -0.026 -0.008 0.117 -0.5264
S -0.3563 1.4720 -1.0404 -0.079 0.351 0.381 0.8208
C 1.1261 1.5854 0.0453 0.153 -0.345 -0.027 -0.4142
C 1.9477 0.2784 0.0615 -0.369 -1.264 -0.073 -0.1488
C 1.2459 -0.9609 -0.0613 1.900 -0.011 0.379 0.0295
C 2.0297 -2.1585 -0.0375 0.587 0.662 -1.377 -0.1796
P 1.3367 -3.8602 -0.1215 -0.108 -0.215 3.173 0.5656
N 1.0583 -4.2948 1.3686 0.253 0.664 -0.576 -0.1701
O 2.5848 -4.9049 -0.6750 2.268 6.019 0.522 -0.5314
O -0.0347 -3.9628 -0.9775 1.542 1.045 -0.248 -0.2089
C 3.4361 -2.0712 0.0608 -0.696 -0.520 -0.357 -0.0600
N 4.0790 -0.8901 0.1740 -2.085 0.214 0.576 0.1143
C 5.5708 -0.8834 0.2728 5.090 0.168 -1.809 -0.7169
O 6.1677 -1.1013 1.3256 -2.237 -0.185 1.076 0.0074
O 6.1569 -0.6684 -0.8122 -2.211 -0.006 0.197 0.0134
C 3.3761 0.2658 0.1963 -0.844 1.405 -0.635 -0.0842
C 4.0670 1.6325 0.3716 0.269 -0.664 0.919 -0.0759
C 3.7948 2.0490 1.8785 -0.165 -0.838 -0.068 -0.1565
C 4.9533 1.5887 2.8367 -0.492 -0.203 -0.125 -0.1824
C 4.4589 0.6633 3.9793 0.030 0.680 0.667 -0.1958
C 3.2497 1.2257 4.7911 0.115 -1.305 0.696 -0.2770
N 1.9834 0.5850 4.3395 0.392 0.710 -0.262 -0.0183
H -3.4668 1.0350 -1.2352 0.158 0.622 0.767 -0.0157
H -3.0273 2.6731 -0.5919 0.180 -0.570 0.080 0.0041
H -3.7841 1.4553 0.4930 0.237 0.139 -0.585 0.0079
H -1.8372 -0.1342 -0.0191 0.062 0.544 0.389 0.0624
H -1.4581 1.2612 1.1052 -0.252 -0.395 -0.876 -0.0155
H 0.8558 1.8532 1.0849 -0.038 -0.125 -0.500 0.0720
H 1.7086 2.4327 -0.3627 -0.291 -0.568 0.219 0.0474
H 0.1524 -1.0097 -0.1422 0.630 0.129 -0.098 0.0928
H 1.3072 -3.5117 1.9750 -0.184 -0.360 0.068 -0.0177
H 3.1680 -4.9677 0.1149 -0.123 -0.040 -0.261 0.0061
H -0.6816 -4.3782 -0.3737 0.280 -0.103 -0.114 0.0466
H 4.0929 -2.9795 0.0788 -1.078 1.643 -0.596 0.0056
H 3.6659 2.3657 -0.3475 0.115 -0.480 0.274 0.1034
H 5.1575 1.5520 0.2093 -0.582 -0.020 -0.099 0.1181
H 3.5414 3.1201 1.9737 0.327 -0.435 -0.128 0.1153
H 2.8943 1.4799 2.2034 0.373 0.653 -0.130 0.0758
H 5.4018 2.4907 3.2983 0.034 -0.544 -0.307 0.1118
H 5.7050 1.0081 2.2616 -0.229 0.630 0.413 0.0889
H 4.1933 -0.3619 3.6493 0.202 0.552 -0.170 0.1068
H 5.2944 0.5371 4.7037 -0.379 0.006 -0.555 0.1109
H 3.4065 0.9037 5.8513 0.095 0.582 -0.511 0.0752
H 3.1674 2.3291 4.7831 0.011 -0.537 -0.248 0.1164
H 2.1138 -0.4245 4.3669 -0.187 0.246 0.177 0.0605
H 1.2407 0.8522 4.9812 0.018 -0.295 -0.187 -0.0023
C -4.2565 5.5527 0.7119 -0.123 0.089 0.103 -1.0022
Cl -2.5064 5.5134 0.4371 0.013 0.019 0.122 0.4910
Cl -5.0246 4.0433 0.2155 -0.325 0.313 0.154 0.5426
H -4.4375 5.7064 1.7708 0.069 -0.100 -0.032 0.0262
H -4.6859 6.3695 0.1397 0.091 -0.085 -0.091 0.0115
C 0.0299 -7.5571 -1.1682 0.314 -0.119 -0.195 -0.8891
Cl 1.3226 -6.3259 -0.9207 -3.818 -6.275 -1.161 0.7485
Cl -1.4801 -7.0756 -0.3612 -0.015 0.017 -0.010 0.5044
H -0.1634 -7.6656 -2.2326 -0.095 0.066 0.085 0.0272
H 0.3580 -8.5076 -0.7554 -0.120 0.073 0.080 0.0242
C -5.3463 -0.2144 -3.7481 0.108 -0.037 -0.135 -1.0122
Cl -4.1330 1.0476 -3.5023 -0.106 -0.052 -0.466 0.5721
Cl -6.8641 0.1770 -2.9263 -0.022 -0.040 0.031 0.5071
H -5.5391 -0.3147 -4.8108 -0.048 0.102 0.060 -0.0259
H -4.9650 -1.1497 -3.3510 -0.034 0.090 0.092 0.0334
C -2.5661 1.9014 4.1930 -0.020 -0.033 0.135 -1.0179
Cl -3.9740 1.5220 3.1983 -0.063 -0.003 0.109 0.5590
Cl -1.1757 2.3808 3.2080 0.064 0.173 0.400 0.5660
H -2.8198 2.7190 4.8605 0.011 0.035 -0.128 0.0320
H -2.2964 1.0202 4.7695 -0.125 0.122 -0.363 -0.0776
C 4.4729 -7.3688 -2.6284 -0.014 -0.027 0.184 -1.0377
Cl 5.6479 -6.0729 -2.8837 0.002 0.062 0.053 0.5012
Cl 3.9609 -8.0902 -4.1587 -0.060 -0.052 0.030 0.5075
H 4.9289 -8.1380 -2.0131 0.071 0.028 -0.117 0.0250
H 3.6027 -6.9597 -2.1267 0.018 0.054 -0.130 -0.0377
C 6.6577 -4.8138 0.9044 0.311 -0.063 -0.156 -0.9321
Cl 5.0667 -4.1479 1.3143 0.747 -0.958 0.921 0.6776
Cl 6.5990 -6.5699 0.7381 0.027 -0.021 0.036 0.5211
H 6.9841 -4.3809 -0.0361 -0.162 -0.004 0.006 0.0401
H 7.3558 -4.5556 1.6934 -0.170 0.009 0.064 0.0393
C -8.6186 3.6443 -2.7847 0.078 -0.088 -0.003 -1.0315
Cl -7.4316 4.9198 -2.4988 -0.026 -0.116 -0.054 0.4845
Cl -10.1774 4.0276 -2.0408 -0.057 -0.071 -0.028 0.5001
H -8.7597 3.5310 -3.8547 -0.032 0.107 0.050 0.0260
H -8.2459 2.7180 -2.3602 -0.016 0.098 0.069 -0.0163
C -0.1106 -0.9082 7.4997 0.068 -0.184 0.113 -0.9862
Cl 1.5171 -0.3410 7.8839 -0.031 -0.059 0.019 0.5348
Cl -1.0190 0.3046 6.5825 0.087 -0.127 0.221 0.5789
H -0.0370 -1.8130 6.9051 0.029 0.116 -0.069 0.0317
H -0.6385 -1.1138 8.4250 0.013 0.134 -0.032 0.0278
C -3.9466 6.3233 -4.2891 0.052 -0.030 -0.096 -1.0029
Cl -5.5688 7.0039 -4.4619 0.078 0.097 -0.127 0.4909
Cl -3.5705 5.9522 -2.6015 0.109 -0.015 -0.177 0.5024
H -3.8880 5.4083 -4.8698 -0.084 -0.008 0.109 0.0283
H -3.2231 7.0431 -4.6577 -0.065 0.033 0.103 0.0260
C 1.8389 4.4573 -3.2437 0.039 0.088 -0.009 -1.0088
Cl 0.2577 5.1475 -2.8567 0.025 0.056 0.016 0.4999
Cl 1.7596 2.6958 -3.3783 0.180 0.012 -0.062 0.5206
H 2.1790 4.8657 -4.1896 -0.092 -0.074 0.002 0.0251
H 2.5379 4.7180 -2.4552 -0.088 -0.056 0.021 0.0232
C -8.1965 -0.7906 -7.0492 -0.124 0.042 -0.047 -1.0088
Cl -7.6962 -1.8825 -5.7530 -0.129 -0.113 -0.044 0.5206
Cl -6.8021 -0.0301 -7.8250 -0.034 0.047 -0.018 0.5087
H -8.7470 -1.3577 -7.7926 0.126 -0.037 0.021 0.0254
H -8.8299 -0.0160 -6.6292 0.120 -0.009 0.052 0.0270

136
Properties=species:S:1:pos:R:3:forces:R:3:lowdin_charge:R:1 method="wB97M-V/def2-TZVPD" relative_energy_kcal_mol=26.6 fmax_ev_per_a=3.21
Cs 0.6359 0.5811 1.4556 -1.500 -2.372 -1.557 1.0732
C 3.6000 -1.4163 6.3948 -0.013 0.004 -0.031 0.0136
C 3.1681 -1.5946 4.9583 0.063 0.049 0.033 -0.5247
O 1.9954 -1.7109 4.6385 -0.021 -0.027 -0.003 0.0389
N 4.1687 -1.6609 4.0440 0.032 -0.075 -0.036 0.0809
C 3.8477 -1.6410 2.6262 -0.164 -0.086 0.093 -0.1233
C 3.2071 -2.9289 2.1567 0.016 -0.072 0.072 -0.2726
C 3.8300 -4.1562 2.3724 -0.020 0.005 0.023 -0.0120
C 3.2284 -5.3084 1.9009 0.006 0.011 -0.013 -0.0565
C 2.0176 -5.2035 1.2279 0.020 -0.028 -0.016 -0.0795
C 1.4696 -3.9412 1.0679 0.032 0.041 -0.072 -0.1450
N 2.0458 -2.8275 1.5163 -0.109 0.083 -0.039 0.1224
H 2.8623 -0.8044 6.9088 -0.004 0.006 -0.009 0.0829
H 4.5821 -0.9529 6.4801 0.003 -0.010 0.023 0.0773
H 3.6269 -2.3925 6.8805 0.000 -0.002 -0.002 0.0877
H 5.0963 -1.4053 4.3304 -0.015 0.042 0.018 0.1356
H 4.7734 -1.4713 2.0748 0.002 0.030 0.007 0.1352
H 3.1742 -0.8081 2.4441 0.021 0.048 -0.128 0.0602
H 4.7735 -4.1965 2.9015 -0.006 0.006 0.011 0.1149
H 3.6980 -6.2738 2.0420 -0.001 -0.001 0.013 0.1106
H 1.5214 -6.0767 0.8231 -0.014 0.015 -0.006 0.1091
H 0.5244 -3.8099 0.5502 -0.008 -0.015 0.017 0.1140
O -0.1661 -7.1036 3.0469 -0.017 -0.019 0.076 0.1045
C -1.4705 -6.7422 3.1025 -0.009 0.000 -0.020 -0.4786
O -2.3214 -7.5825 3.1833 -0.004 -0.008 -0.035 0.1208
C -1.7530 -5.2775 3.0293 0.025 0.042 0.062 -0.1385
C -2.9985 -4.8685 2.5632 0.021 -0.027 0.037 -0.0045
C -3.2950 -3.5214 2.4451 0.000 0.045 -0.076 -0.0096
C -2.3401 -2.5656 2.7920 0.006 -0.127 0.132 -0.2647
C -1.0974 -2.9718 3.2804 -0.024 0.080 0.060 -0.0020
C -0.8178 -4.3163 3.4106 -0.010 -0.050 0.034 -0.0269
N -2.5242 -1.1959 2.6017 0.162 0.159 -0.248 0.1180
C -3.5257 -0.5535 3.0164 0.013 -0.127 0.168 -0.0707
C -3.5962 0.9125 2.8129 0.029 0.027 0.062 -0.2722
C -4.6423 1.6626 3.3310 -0.009 -0.004 0.022 -0.0272
C -4.5773 3.0460 3.2282 0.041 0.031 -0.029 -0.0687
C -3.4763 3.6213 2.6182 0.005 -0.033 0.080 -0.0587
C -2.4903 2.7811 2.1054 -0.065 0.041 0.072 -0.1272
N -2.5562 1.4641 2.1927 0.288 0.045 -0.140 0.1074
H 0.3930 -6.3259 2.9214 0.003 0.012 -0.040 0.0595
H -3.7231 -5.6246 2.2916 -0.002 0.007 -0.012 0.1231
H -4.2497 -3.2017 2.0458 0.005 0.000 -0.008 0.1140
H -0.3636 -2.2274 3.5677 0.013 -0.018 -0.037 0.1003
H 0.1413 -4.5993 3.8313 0.011 0.022 -0.014 0.1233
H -4.3197 -1.0157 3.6167 -0.045 -0.020 -0.085 0.1343
H -5.4796 1.1767 3.8163 0.015 -0.010 0.013 0.1128
H -5.3733 3.6638 3.6233 0.003 -0.006 0.019 0.1107
H -3.3716 4.6952 2.5446 -0.006 0.003 -0.020 0.1097
H -1.5948 3.1753 1.6364 -0.041 0.125 -0.020 0.1020
N 0.0776 0.8470 4.9794 0.159 0.090 -0.070 0.0177
C 0.4401 2.2362 5.2897 -0.031 -0.003 0.052 -0.2785
C 1.8264 2.5748 4.7582 -0.074 -0.050 -0.056 -0.1186
C 1.9477 2.1912 3.2843 0.481 0.607 0.581 -0.8614
O 1.1534 2.7448 2.4814 0.402 1.556 0.770 -0.3614
O 2.7778 1.3025 2.9741 0.284 0.127 0.221 -0.2008
H -0.6672 0.5321 5.5875 -0.034 -0.055 -0.069 0.0667
H 0.8649 0.2191 5.1148 -0.032 -0.035 0.018 0.0364
H 0.4199 2.4466 6.3671 -0.028 0.014 -0.002 0.1022
H -0.2880 2.8952 4.8105 0.004 -0.008 -0.008 0.1006
H 2.5984 2.0523 5.3271 -0.004 -0.007 0.005 0.1066
H 1.9853 3.6508 4.8528 0.035 -0.007 0.031 0.1162
C -5.6126 3.7053 -2.2565 0.007 -0.057 0.020 -0.0739
C -5.2451 2.3824 -1.5868 -0.004 0.062 0.014 -0.3788
C -5.5292 2.4416 -0.0895 -0.016 -0.015 0.011 -0.0588
C -3.8177 1.9580 -1.8646 -0.026 -0.080 -0.035 -0.1807
C -2.7868 2.8521 -2.0811 -0.009 0.048 -0.002 0.0211
C -1.5440 2.4268 -2.5500 0.141 0.036 -0.018 -0.1334
C -0.4815 3.4591 -2.8693 -0.076 -0.036 0.017 -0.3808
C -0.1585 4.3188 -1.6468 -0.046 0.032 -0.058 -0.0572
C -0.8764 4.3200 -4.0704 0.025 -0.030 0.025 -0.0418
C -1.3166 1.0720 -2.8001 -0.041 -0.006 0.158 -0.0846
C -2.2850 0.1309 -2.3697 0.116 0.163 0.045 -0.1258
C -3.5103 0.6020 -1.9269 -0.049 0.014 -0.059 0.0183
C -2.0113 -1.3640 -2.3266 -0.216 -0.080 -0.129 -0.3513
C -2.2527 -2.1059 -3.6459 -0.031 0.026 0.008 -0.0456
C -2.7852 -2.0625 -1.2039 0.111 0.001 0.024 -0.0709
C -0.3155 0.7009 -3.8728 0.003 -0.084 -0.039 -0.1615
C -0.9850 0.5478 -5.0996 0.018 -0.015 0.011 -0.0497
C -0.3427 0.2037 -6.2705 0.042 -0.001 -0.020 -0.0709
C 1.0262 -0.0050 -6.2439 -0.001 -0.009 -0.032 -0.0688
C 1.7089 0.1812 -5.0578 -0.050 0.014 0.068 -0.1111
C 1.0867 0.5579 -3.8570 0.059 -0.083 0.011 -0.2784
P 2.1553 0.7723 -2.3410 -0.175 -0.354 -0.248 1.1783
C 2.9400 -0.9657 -2.1886 0.113 0.218 0.046 -0.6809
C 3.9837 -1.4092 -3.2139 0.027 0.014 0.008 -0.0775
C 3.5520 -1.0343 -0.7849 0.145 0.190 0.031 -0.1303
C 1.7947 -1.9689 -2.1876 -0.109 -0.063 -0.105 -0.1059
C 3.5160 2.0056 -2.8609 -0.134 0.101 0.118 -0.6779
C 4.1011 1.9957 -4.2732 0.021 -0.042 0.032 -0.0938
C 2.8858 3.3924 -2.6473 0.080 -0.015 -0.011 -0.1191
C 4.6626 1.8705 -1.8522 -0.027 0.050 0.032 -0.1034
H -6.6834 3.8903 -2.1581 0.003 0.017 0.008 0.0774
H -5.3611 3.6961 -3.3178 0.000 0.018 -0.002 0.0837
H -5.0900 4.5427 -1.7893 -0.008 0.012 -0.011 0.0750
H -5.8834 1.6028 -2.0152 0.000 0.007 -0.022 0.1347
H -4.8758 3.1725 0.3890 -0.035 -0.010 -0.012 0.0675
H -5.3521 1.4734 0.3801 0.036 -0.005 0.042 0.0749
H -6.5666 2.7286 0.0984 0.006 0.006 0.018 0.0836
H -2.9610 3.9149 -1.9580 0.009 0.006 -0.040 0.1126
H 0.4241 2.9118 -3.1319 -0.198 0.084 0.017 0.0706
H -1.0376 4.8692 -1.3049 0.002 -0.001 0.007 0.0761
H 0.6136 5.0508 -1.8933 -0.021 0.002 0.025 0.0782
H 0.2068 3.7077 -0.8188 -0.038 0.004 0.020 0.0783
H -1.7731 4.9044 -3.8519 -0.003 -0.001 -0.012 0.0790
H -1.0805 3.6976 -4.9436 -0.010 0.006 -0.009 0.0789
H -0.0752 5.0170 -4.3257 0.006 0.012 -0.001 0.0783
H -4.2867 -0.1087 -1.6646 0.023 0.004 0.013 0.1179
H -0.9648 -1.4580 -2.0795 0.454 -0.069 0.010 0.1004
H -3.2627 -1.9094 -4.0148 -0.009 -0.016 0.004 0.0887
H -2.1545 -3.1822 -3.4865 -0.012 0.007 -0.008 0.0792
H -1.5454 -1.8166 -4.4202 -0.013 0.013 0.005 0.0595
H -3.8414 -2.1821 -1.4548 -0.004 0.005 0.020 0.0789
H -2.7081 -1.5120 -0.2638 -0.022 -0.011 0.018 0.0717
H -2.3764 -3.0636 -1.0481 -0.021 0.008 -0.008 0.0800
H -2.0577 0.7011 -5.1131 0.003 -0.006 0.034 0.1306
H -0.9057 0.0912 -7.1883 -0.005 0.000 0.002 0.1069
H 1.5607 -0.3015 -7.1376 0.010 0.015 0.005 0.1059
H 2.7726 0.0248 -5.0612 0.066 0.025 -0.011 0.0682
H 4.7880 -0.6857 -3.3387 0.015 -0.010 0.012 0.0598
H 3.5412 -1.6135 -4.1886 0.022 0.006 0.022 0.0707
H 4.4380 -2.3423 -2.8660 -0.011 -0.017 -0.016 0.0887
H 4.4164 -0.3845 -0.6679 0.012 -0.041 0.017 0.0621
H 3.8693 -2.0605 -0.5779 -0.029 -0.006 0.019 0.0854
H 2.8175 -0.7468 -0.0320 0.086 -0.114 -0.008 0.0070
H 1.3271 -2.0727 -3.1676 -0.041 0.022 -0.002 0.0822
H 1.0410 -1.6650 -1.4647 -0.204 -0.028 0.114 0.0584
H 2.1704 -2.9478 -1.8741 0.006 -0.003 -0.041 0.0888
H 3.3374 2.1537 -5.0312 -0.027 0.008 -0.038 0.0728
H 4.6482 1.0824 -4.5067 -0.024 -0.013 -0.018 0.0675
H 4.8098 2.8264 -4.3499 0.012 -0.019 0.016 0.0881
H 2.1717 3.6321 -3.4385 0.091 0.000 0.058 0.0741
H 3.6713 4.1530 -2.6722 0.027 -0.006 -0.028 0.0912
H 2.3821 3.4615 -1.6815 0.046 0.005 -0.062 0.0646
H 5.2158 0.9405 -1.9717 0.010 0.012 -0.022 0.0612
H 4.3017 1.9368 -0.8232 0.023 -0.027 0.010 0.0880
H 5.3682 2.6907 -2.0113 -0.026 0.027 0.008 0.0883